Entry 1:
ORCA calculation (ωB97M-V/def2-TZVPD) on a cluster of 9 separate species, C31H58O15S2 in total at a distorted geometry.

Multiplicity: 1
HOMO-LUMO gap (eV): 9.7
Charge: 0
Relative energy (zero: lowest compared OMol25 entry of this formula, charge and spin) (eV): 2.327
HOMO level (eV): -9.63
Structure (SMILES): C[C@H]1COC(=O)O1.C[C@H]1COC(=O)O1.O=S1(=O)CCCC1.O=S1(=O)CCCC1.CC(C)=O.CC(C)=O.CC(C)=O.CC(C)=O.CC(C)=O
M (g mol⁻¹): 734.9

Last column: Mulliken charge in e.
CARTESIAN COORDINATES (ANGSTROEM)
C  0.672  -2.855  4.435  -1.336
C  1.854  -3.452  3.586  0.362
C  2.598  -2.359  2.806  0.001
O  3.929  -2.879  3.008  -0.253
C  4.010  -3.619  4.123  0.543
O  4.953  -4.204  4.622  -0.624
O  2.826  -3.895  4.498  -0.372
H  0.499  -3.560  5.249  0.419
H  -0.179  -2.792  3.758  0.301
H  1.074  -1.944  4.878  0.356
H  1.600  -4.402  3.117  0.387
H  2.404  -1.335  3.126  0.171
H  2.251  -2.483  1.780  -0.018
C  -2.869  4.584  0.943  -1.216
C  -3.197  3.792  -0.308  1.291
C  -4.472  4.152  -0.994  -0.503
O  -4.199  4.143  -2.329  -0.360
C  -2.813  4.075  -2.538  0.555
O  -2.309  4.427  -3.562  -0.516
O  -2.199  4.051  -1.297  -0.320
H  -2.930  5.664  0.806  0.495
H  -1.871  4.496  1.371  -0.137
H  -3.626  4.299  1.674  0.375
H  -3.166  2.711  -0.174  -0.129
H  -4.950  5.110  -0.790  0.235
H  -5.238  3.412  -0.760  0.313
C  -6.078  -1.650  1.720  -0.727
C  -5.783  -0.990  0.424  0.779
O  -4.618  -0.652  0.229  -0.447
C  -6.928  -0.786  -0.591  -1.284
H  -5.856  -2.717  1.743  0.286
H  -6.996  -1.265  2.163  0.391
H  -5.362  -1.231  2.428  0.038
H  -6.835  0.014  -1.326  0.308
H  -7.810  -0.605  0.022  0.369
H  -7.080  -1.686  -1.186  0.323
C  3.929  0.828  0.971  -0.492
C  4.684  -0.453  0.818  0.588
O  4.292  -1.185  -0.066  -0.487
C  5.945  -0.701  1.573  -1.452
H  3.115  0.765  1.693  0.140
H  3.208  1.175  0.232  0.218
H  4.603  1.645  1.228  0.388
H  5.816  -0.542  2.643  0.341
H  6.733  -0.206  1.005  0.415
H  6.116  -1.774  1.666  0.371
C  -0.755  -1.417  -0.582  -0.939
C  -0.081  -0.312  0.119  1.027
O  0.344  -0.515  1.246  -0.679
C  0.132  0.903  -0.677  0.433
H  -0.620  -2.398  -0.127  0.371
H  -0.224  -1.584  -1.519  0.072
H  -1.794  -1.092  -0.641  0.217
H  -0.598  1.682  -0.898  0.091
H  0.709  0.609  -1.554  -0.153
H  0.910  1.529  -0.241  -0.540
C  -1.746  2.031  3.356  -1.011
C  -2.786  1.254  2.538  1.033
O  -3.647  1.728  1.799  -0.499
C  -2.916  -0.240  2.821  -0.943
H  -1.560  1.634  4.354  0.399
H  -2.131  3.050  3.341  0.374
H  -0.820  2.167  2.797  0.001
H  -3.214  -0.873  1.986  0.020
H  -3.590  -0.465  3.647  0.458
H  -1.947  -0.676  3.067  0.120
C  -1.486  -4.349  -5.058  -1.128
C  -2.065  -3.292  -4.034  0.908
O  -2.077  -2.085  -4.377  -0.575
C  -2.640  -3.938  -2.767  -0.932
H  -0.654  -4.880  -4.596  0.259
H  -1.118  -3.937  -5.998  0.318
H  -2.317  -4.944  -5.436  0.419
H  -3.566  -4.475  -2.976  0.415
H  -2.845  -3.037  -2.188  0.117
H  -1.992  -4.651  -2.258  0.303
C  3.068  4.937  2.034  -0.780
C  1.695  4.261  1.964  0.027
C  0.887  4.664  0.771  0.086
S  2.189  4.574  -0.561  0.925
O  1.974  5.514  -1.699  -0.708
O  2.336  3.121  -0.836  -0.475
C  3.537  5.207  0.583  -0.795
H  3.882  4.410  2.532  0.294
H  2.901  5.883  2.550  0.315
H  1.153  4.538  2.869  0.519
H  1.887  3.189  1.996  -0.212
H  0.615  5.712  0.894  0.486
H  0.084  3.990  0.472  -0.558
H  3.375  6.253  0.321  0.384
H  4.537  5.044  0.181  0.506
C  2.394  -1.959  -2.978  -0.449
C  1.503  -2.774  -4.041  0.138
C  2.424  -4.059  -4.325  -0.963
S  4.164  -3.368  -4.289  1.134
O  4.674  -3.093  -5.634  -0.685
O  4.894  -4.421  -3.516  -0.677
C  3.877  -1.826  -3.476  -0.650
H  2.354  -2.293  -1.941  0.332
H  1.954  -0.968  -2.859  0.106
H  1.337  -2.129  -4.904  0.371
H  0.567  -3.164  -3.641  -0.387
H  2.337  -4.305  -5.383  0.466
H  2.263  -4.813  -3.555  0.442
H  3.774  -1.087  -4.271  0.356
H  4.713  -1.587  -2.818  0.406


Entry 2:
ORCA calculation (ωB97M-V/def2-TZVPD) on a cluster of 3 separate species, C31H59Cl2FN3O9P2S2 in total at a distorted geometry.

Multiplicity: 1
HOMO-LUMO gap (eV): 5.8
Charge: +1
Relative energy (zero: lowest compared OMol25 entry of this formula, charge and spin) (eV): 1.677
HOMO level (eV): -10.16
M (g mol⁻¹): 833.8

Last column: Mulliken charge in e.
CARTESIAN COORDINATES (ANGSTROEM)
C  -0.507  1.677  2.216  -1.307
C  0.016  1.218  0.837  0.796
C  -0.394  -0.227  0.461  -0.335
F  -1.399  -0.618  1.329  -0.432
C  -1.008  -0.383  -0.946  -1.037
C  -2.280  0.375  -1.289  0.618
P  -3.895  -0.335  -0.769  0.770
O  -4.891  -0.350  -2.056  -0.565
O  -4.540  0.718  0.289  -0.556
S  -3.820  -2.058  0.059  -0.458
C  -2.164  0.532  -2.844  0.125
C  -2.333  2.011  -3.334  -1.497
C  -1.460  3.015  -2.547  -0.197
C  -2.163  3.795  -1.443  0.289
C  -1.490  4.786  -0.752  -0.404
C  -2.079  5.483  0.273  -0.745
C  -3.386  5.229  0.638  -0.551
C  -4.077  4.251  -0.036  -1.028
C  -3.463  3.549  -1.053  0.298
C  -0.784  -0.019  -3.159  -0.016
P  -0.289  0.070  -4.946  0.341
O  0.473  -1.344  -5.241  -0.495
Cl  -2.079  -0.158  -5.969  -0.220
N  -0.131  -0.471  -2.143  0.572
C  1.228  -1.023  -2.203  -1.018
C  2.278  -0.244  -1.369  -0.890
C  2.326  1.277  -1.679  0.602
C  3.770  1.773  -2.024  -0.826
S  3.848  2.802  -3.509  1.103
O  5.194  2.717  -3.968  -0.559
O  3.468  4.139  -3.200  -0.521
Cl  2.635  1.944  -4.921  -0.154
H  0.088  2.533  2.579  0.183
H  -0.411  0.900  2.975  0.340
H  -1.530  2.050  2.097  0.249
H  -0.213  1.969  0.070  -0.394
H  1.110  1.206  0.950  0.222
H  0.418  -0.947  0.602  0.803
H  -1.365  -1.441  -0.888  0.102
H  -2.193  1.286  -0.673  -0.401
H  -5.781  -0.490  -1.691  0.422
H  -5.272  1.205  -0.118  0.310
H  -2.935  -0.004  -3.411  1.274
H  -2.013  2.086  -4.380  0.709
H  -3.392  2.275  -3.352  0.525
H  -0.554  2.538  -2.136  -0.446
H  -1.082  3.753  -3.268  0.816
H  -0.452  5.041  -0.968  0.451
H  -1.526  6.240  0.822  0.407
H  -3.851  5.775  1.453  0.413
H  -5.104  4.004  0.222  0.345
H  -4.061  2.774  -1.530  0.328
H  0.970  -1.238  -6.068  0.379
H  1.581  -0.966  -3.236  0.390
H  1.234  -2.093  -1.962  0.261
H  2.213  -0.460  -0.301  0.271
H  3.240  -0.654  -1.703  0.797
H  2.040  1.854  -0.795  -0.068
H  1.603  1.569  -2.452  -0.229
H  4.119  2.446  -1.234  0.386
H  4.491  0.955  -2.084  0.464
C  6.438  2.027  5.654  -0.720
O  5.492  2.683  6.477  -0.341
C  5.707  4.087  6.589  -0.817
C  4.582  4.853  5.920  -0.190
N  4.634  4.703  4.469  -0.304
C  3.453  5.209  3.777  -0.784
C  2.121  4.508  4.040  -0.551
O  2.059  3.175  3.550  -0.293
C  2.565  2.190  4.439  -0.770
H  6.264  0.955  5.738  0.237
H  6.322  2.316  4.603  0.297
H  7.459  2.239  5.981  0.351
H  6.681  4.381  6.187  0.406
H  5.703  4.326  7.656  0.397
H  4.669  5.912  6.174  0.392
H  3.636  4.477  6.331  0.170
H  4.738  3.721  4.246  0.070
H  3.661  5.136  2.706  0.377
H  3.343  6.274  4.003  0.423
H  1.354  5.060  3.488  0.327
H  1.824  4.548  5.093  0.413
H  2.414  2.461  5.485  0.347
H  3.624  2.000  4.248  0.233
H  2.029  1.259  4.243  0.308
C  -0.533  -9.353  -0.740  -0.736
O  -0.561  -8.404  -1.793  -0.341
C  -1.450  -8.752  -2.851  -0.813
C  -2.614  -7.782  -2.910  -0.154
N  -3.504  -7.958  -1.768  -0.307
C  -4.509  -6.906  -1.631  -1.008
C  -4.016  -5.491  -1.332  -0.192
O  -3.422  -5.342  -0.054  -0.378
C  -2.044  -5.656  0.008  -0.662
H  0.260  -9.063  -0.052  0.237
H  -1.480  -9.368  -0.191  0.315
H  -0.314  -10.355  -1.120  0.349
H  -1.798  -9.784  -2.765  0.406
H  -0.882  -8.670  -3.782  0.388
H  -3.177  -7.953  -3.832  0.394
H  -2.197  -6.766  -2.945  0.133
H  -2.949  -7.981  -0.922  0.100
H  -5.169  -7.206  -0.813  0.394
H  -5.122  -6.885  -2.537  0.435
H  -4.894  -4.839  -1.325  0.354
H  -3.355  -5.100  -2.116  0.270
H  -1.527  -5.434  -0.930  0.260
H  -1.893  -6.703  0.281  0.250
H  -1.601  -5.048  0.799  0.316


Entry 3:
ORCA calculation (ωB97M-V/def2-TZVPD) on a cluster of 4 separate species, C31H59F10N2O6S in total at a distorted geometry.

Multiplicity: 1
HOMO-LUMO gap (eV): 7.2
Charge: +1
HOMO level (eV): -11.24
M (g mol⁻¹): 777.9

Last column: Mulliken charge in e.
CARTESIAN COORDINATES (ANGSTROEM)
O  3.442  -3.343  3.144  -0.520
C  3.338  -2.016  2.925  0.487
O  4.058  -1.412  1.775  -0.400
C  2.468  -1.098  3.972  -0.565
C  0.897  -1.545  4.121  -0.631
C  -0.094  -1.018  2.927  -0.277
N  -0.524  -2.074  1.933  0.629
C  -0.566  -3.589  2.102  -0.581
C  -1.175  -4.134  0.681  -0.062
C  -1.392  -5.766  0.544  -0.500
C  -3.010  -6.020  0.885  -0.375
C  -3.308  -7.479  1.571  -0.229
F  -4.557  -7.350  2.411  -0.318
N  -1.440  -2.997  -0.279  0.702
C  -1.967  -3.200  -1.680  -0.349
C  -1.076  -4.299  -2.570  -0.436
C  -0.427  -3.580  -3.927  -0.622
O  0.754  -2.818  -3.452  -0.475
C  -1.063  -1.771  0.519  -0.302
C  -1.255  -0.259  -0.162  -0.434
C  -2.805  0.042  -0.636  -0.437
C  -3.739  0.707  0.583  -0.377
C  -5.317  0.211  0.358  -1.132
C  -5.720  -1.055  1.375  0.584
F  -5.457  -0.507  2.758  -0.296
F  -4.780  -2.152  1.020  -0.163
C  -7.297  -1.371  1.080  0.779
F  -8.105  -0.269  1.695  -0.244
F  -7.657  -1.344  -0.387  -0.260
S  -7.948  -2.989  1.744  1.117
F  -6.751  -3.132  2.960  -0.298
F  -7.080  -3.933  0.602  -0.264
F  -9.311  -2.793  0.668  -0.316
F  -8.898  -2.095  2.910  -0.312
F  -8.678  -4.423  2.349  -0.270
H  5.034  -1.584  1.918  0.277
H  2.962  -1.264  5.044  0.358
H  2.552  0.066  3.771  0.313
H  0.502  -1.040  5.128  0.324
H  0.879  -2.699  4.315  0.204
H  -1.084  -0.628  3.463  0.222
H  0.397  -0.060  2.444  0.291
H  -0.222  -4.185  3.075  0.221
H  -1.082  -6.195  -0.500  0.241
H  -0.686  -6.251  1.366  0.421
H  -3.666  -5.779  -0.064  0.219
H  -3.280  -5.170  1.677  0.244
H  -3.579  -8.235  0.689  0.239
H  -2.435  -7.867  2.254  0.263
H  -3.035  -3.722  -1.559  0.157
H  -2.024  -2.236  -2.340  0.348
H  -0.221  -4.799  -1.945  0.284
H  -1.777  -5.169  -2.989  0.263
H  -0.066  -4.402  -4.710  0.302
H  -1.263  -2.898  -4.411  0.322
H  1.488  -3.487  -3.230  0.315
H  -0.989  0.552  0.668  0.253
H  -0.553  -0.077  -1.080  0.160
H  -3.399  -0.911  -0.986  0.169
H  -2.878  0.814  -1.542  0.259
H  -3.337  0.424  1.646  0.225
H  -3.763  1.883  0.390  0.302
H  -6.078  1.109  0.560  0.502
H  -5.437  -0.125  -0.757  0.420
C  -1.158  4.306  -2.780  -0.819
C  0.174  4.029  -2.102  -0.178
O  0.575  2.663  -2.175  -0.375
C  0.755  2.124  -3.482  -0.206
C  1.813  2.850  -4.295  -1.213
H  -1.947  3.684  -2.343  0.140
H  -1.433  5.360  -2.664  0.269
H  -1.124  4.087  -3.849  0.278
H  0.083  4.273  -1.038  0.251
H  0.962  4.676  -2.499  0.274
H  -0.202  2.097  -4.014  0.321
H  1.064  1.080  -3.352  0.292
H  1.553  3.897  -4.464  0.276
H  1.936  2.372  -5.272  0.397
H  2.776  2.831  -3.773  0.308
C  9.628  0.645  0.232  -1.013
C  8.837  -0.251  1.171  -0.379
O  7.499  -0.485  0.739  -0.373
C  7.343  -1.119  -0.529  -0.341
C  7.986  -2.494  -0.601  -1.020
H  9.124  1.611  0.110  0.287
H  10.634  0.820  0.629  0.381
H  9.733  0.204  -0.761  0.265
H  8.770  0.236  2.148  0.313
H  9.352  -1.202  1.336  0.316
H  7.716  -0.466  -1.325  0.319
H  6.265  -1.224  -0.697  0.329
H  9.066  -2.449  -0.447  0.264
H  7.804  -2.948  -1.579  0.388
H  7.572  -3.150  0.173  0.273
C  0.398  9.432  -1.646  -1.098
C  -0.335  8.329  -0.899  -0.282
O  0.516  7.267  -0.475  -0.303
C  1.574  7.619  0.414  -0.349
C  1.089  8.229  1.718  -1.063
H  0.914  9.022  -2.523  0.299
H  -0.307  10.201  -1.978  0.393
H  1.151  9.916  -1.022  0.261
H  -1.079  7.886  -1.569  0.289
H  -0.890  8.731  -0.047  0.289
H  2.287  8.279  -0.091  0.315
H  2.117  6.693  0.638  0.314
H  0.545  9.162  1.556  0.263
H  1.937  8.444  2.376  0.385
H  0.411  7.540  2.234  0.293


Entry 4:
ORCA calculation (ωB97M-V/def2-TZVPD) on a structure of composition C31H59GaNO8 at a distorted geometry.

Multiplicity: 1
HOMO-LUMO gap (eV): 5.5
Charge: -1
HOMO level (eV): -3.90
M (g mol⁻¹): 643.5

Last column: Mulliken charge in e.
CARTESIAN COORDINATES (ANGSTROEM)
N  0.856  -1.646  -0.981  -0.466
Ga  0.103  -3.435  -1.367  0.221
C  1.409  -4.392  -2.717  -0.946
C  2.821  -3.503  -2.623  0.424
C  3.037  -2.325  -3.743  -0.396
C  4.431  -1.420  -3.596  -0.356
C  5.461  -1.762  -2.348  -0.356
C  5.215  -2.968  -1.250  -0.347
C  3.832  -3.877  -1.387  -0.215
H  1.861  -1.720  -0.704  0.069
H  0.845  -1.083  -1.875  0.162
H  0.206  -4.250  0.007  -0.278
H  -1.395  -3.307  -1.942  -0.285
H  1.593  -5.519  -2.445  0.273
H  0.996  -4.371  -3.828  0.306
H  2.267  -2.117  -4.605  0.274
H  4.583  -0.559  -4.378  0.250
H  6.443  -1.126  -2.218  0.227
H  5.936  -3.206  -0.345  0.262
H  3.572  -4.760  -0.634  0.255
C  2.711  -1.798  3.677  -1.101
C  2.498  -1.211  2.307  0.777
O  2.963  -1.748  1.303  -0.467
C  1.696  0.059  2.214  -0.869
H  3.308  -2.713  3.591  0.309
H  3.251  -1.087  4.306  0.242
H  1.748  -2.050  4.127  0.324
H  2.191  0.853  2.778  0.220
H  0.687  -0.110  2.599  0.299
H  1.624  0.366  1.165  0.275
C  -5.422  -0.716  -2.683  -0.888
C  -4.260  0.154  -2.286  0.785
O  -4.421  1.334  -1.979  -0.631
C  -2.892  -0.475  -2.280  -0.982
H  -6.345  -0.129  -2.642  0.279
H  -5.283  -1.079  -3.705  0.217
H  -5.510  -1.556  -1.990  0.367
H  -2.640  -0.826  -3.284  0.252
H  -2.868  -1.304  -1.569  0.344
H  -2.151  0.271  -1.974  0.251
C  -9.187  -3.105  -4.700  -0.985
C  -9.084  -2.507  -3.322  0.833
O  -8.414  -1.498  -3.113  -0.528
C  -9.834  -3.193  -2.211  -1.143
H  -8.595  -2.506  -5.400  0.255
H  -8.793  -4.125  -4.693  0.234
H  -10.228  -3.102  -5.030  0.368
H  -9.470  -4.216  -2.093  0.323
H  -10.905  -3.193  -2.431  0.335
H  -9.668  -2.651  -1.274  0.297
C  2.013  1.940  6.982  -1.122
C  1.800  2.527  5.612  0.877
O  2.264  1.990  4.608  -0.530
C  0.998  3.797  5.519  -1.119
H  2.609  1.025  6.896  0.246
H  2.553  2.651  7.612  0.272
H  1.049  1.688  7.432  0.391
H  1.492  4.592  6.084  0.268
H  -0.011  3.628  5.904  0.385
H  0.926  4.105  4.470  0.270
C  5.748  3.545  5.296  -1.154
C  5.153  4.552  6.242  0.883
O  4.091  5.118  5.988  -0.576
C  5.907  4.841  7.513  -0.986
H  5.096  3.438  4.422  0.270
H  6.730  3.886  4.959  0.393
H  5.831  2.574  5.791  0.316
H  6.896  5.240  7.275  0.204
H  5.997  3.928  8.107  0.355
H  5.359  5.587  8.098  0.289
C  8.250  8.134  7.863  -0.970
C  7.952  7.578  9.229  0.859
O  7.286  6.554  9.371  -0.511
C  8.500  8.324  10.417  -1.153
H  7.792  7.493  7.102  0.196
H  7.831  9.139  7.771  0.324
H  9.330  8.155  7.698  0.321
H  8.092  9.338  10.439  0.323
H  9.591  8.354  10.365  0.319
H  8.206  7.808  11.337  0.300
C  -6.354  -6.333  -6.807  -1.211
C  -6.372  -4.836  -6.966  0.874
O  -7.422  -4.227  -7.165  -0.583
C  -5.055  -4.112  -6.872  -0.907
H  -7.374  -6.719  -6.899  0.319
H  -5.738  -6.782  -7.591  0.364
H  -5.966  -6.597  -5.820  0.312
H  -4.381  -4.463  -7.658  0.358
H  -4.610  -4.278  -5.887  0.352
H  -5.221  -3.038  -7.005  0.091
C  -4.160  -0.185  -8.616  -1.219
C  -3.537  -0.444  -7.270  0.919
O  -3.086  -1.550  -6.977  -0.547
C  -3.487  0.704  -6.297  -0.954
H  -4.127  -1.102  -9.214  0.298
H  -5.204  0.113  -8.491  0.312
H  -3.602  0.595  -9.140  0.404
H  -4.501  1.041  -6.068  0.335
H  -2.899  1.523  -6.718  0.402
H  -3.011  0.371  -5.368  0.070


Which formula does entry 3 have?
C31H59F10N2O6S


Look up the HOMO level of the second one.
-10.16 eV


Look up the HOMO level of the second one.
-10.16 eV


Which formula does entry 3 have?
C31H59F10N2O6S